Record 1
Molecular formula: C4H3BF3O4
Method: DFT, ωB97M-V with the def2-TZVPD basis set

Positions of all 15 atoms, in Å:
B (-1.68, 0.01, -0.47)
C (-1.68, -2.12, 0.23)
C (-0.34, -1.50, 0.53)
C (-2.09, 1.26, -1.04)
C (2.81, 1.10, 0.40)
O (-2.04, -3.24, 0.45)
O (-2.45, -1.15, -0.25)
O (0.56, -2.07, 1.09)
O (-0.35, -0.24, 0.20)
F (3.67, 1.41, 1.43)
F (2.71, 2.13, -0.34)
F (3.47, 0.16, -0.34)
H (-2.89, 1.36, -1.66)
H (1.87, 0.72, 0.75)
H (-1.59, 2.16, -0.99)

Its net charge is -1. The value obtained for the energy above the lowest of the compared OMol25 structures with the same formula, charge and spin is 113.7 kJ/mol. For the HOMO energy, the calculation gives -0.1255 Eh. As for the total energy: -779.7921 hartree.

natural (NBO) population analysis, charges in e, atoms 1 to 8:
1. B 0.83
2. C 0.66
3. C 0.65
4. C -1.08
5. C 0.85
6. O -0.57
7. O -0.64
8. O -0.60


Record 2
Molecular formula: C4H3BrCl2F2
Method: DFT, ωB97M-V with the def2-TZVPD basis set

Positions of all 12 atoms, in Å:
C (0.06, -0.04, -0.63)
C (0.57, -0.23, 0.62)
C (0.90, -1.60, 0.96)
C (-0.45, -2.35, 2.26)
F (0.80, -2.45, -0.10)
F (-0.38, -3.69, 2.21)
Cl (2.50, -1.91, 1.73)
Cl (0.16, -1.91, 3.86)
Br (-2.22, -1.82, 1.72)
H (-0.10, 1.05, -0.94)
H (0.16, -0.78, -1.40)
H (0.52, 0.57, 1.39)

As for the spin multiplicity: 3. For the HOMO energy (spin up / spin down), the calculation gives -0.2433 / -0.3746 Eh. As for the total energy: -3848.1248 hartree. Its expectation value of S² is 2.018.

natural (NBO) population analysis, charges in e, atoms 1 to 8:
1. C -0.30
2. C -0.20
3. C 0.31
4. C 0.20
5. F -0.34
6. F -0.34
7. Cl -0.02
8. Cl 0.02


Record 3
Molecular formula: C4H3BrO
Method: DFT, ωB97M-V with the def2-TZVPD basis set

Positions of all 9 atoms, in Å:
C (0.96, -1.38, -0.48)
C (1.98, -1.65, 0.20)
C (-1.48, 0.93, 0.09)
C (-0.23, 0.84, -0.67)
O (-0.56, 2.00, -0.30)
Br (3.43, -0.74, 1.14)
H (-0.09, -1.60, -0.64)
H (-2.41, 1.14, -0.41)
H (-1.60, 0.46, 1.07)

The value obtained for the energy above the lowest of the compared OMol25 structures with the same formula, charge and spin is 562.1 kJ/mol. For the HOMO energy, the calculation gives -0.3416 Eh. As for the total energy: -2803.2044 hartree.

natural (NBO) population analysis, charges in e, atoms 1 to 8:
1. C -0.23
2. C -0.17
3. C -0.31
4. C 0.34
5. O -0.39
6. Br 0.11
7. H 0.24
8. H 0.20


Record 4
Molecular formula: C4H3CaLi2O2
Method: DFT, ωB97M-V with the def2-TZVPD basis set

Positions of all 12 atoms, in Å:
C (-1.57, 0.94, 0.01)
O (-1.99, 1.49, 1.09)
Ca (1.55, 1.38, -0.51)
Li (-1.92, 1.32, 2.84)
H (-2.25, 0.45, -0.82)
C (-0.59, -0.03, -0.07)
C (0.05, -0.79, -1.17)
C (1.40, -0.99, -1.16)
O (2.30, -0.47, -0.22)
Li (1.39, -1.60, 0.95)
H (-0.29, -0.14, 1.00)
H (1.91, -1.56, -1.95)

As for the spin multiplicity: 2. The value obtained for the energy above the lowest of the compared OMol25 structures with the same formula, charge and spin is 0.0 kJ/mol. For the HOMO energy (spin up / spin down), the calculation gives -0.1480 / -0.2208 Eh. As for the total energy: -997.2383 hartree. Its expectation value of S² is 0.752.

natural (NBO) population analysis, charges in e, atoms 1 to 8:
1. C 0.13
2. O -0.98
3. Ca 1.05
4. Li 0.85
5. H 0.18
6. C -0.57
7. C -0.45
8. C -0.23


Record 5
Molecular formula: C4H3CeLiO
Method: DFT, ωB97M-V with the def2-TZVPD basis set

Positions of all 10 atoms, in Å:
C (-0.32, 0.94, -0.56)
C (-0.93, 1.98, -0.31)
H (-1.35, 2.95, -0.13)
Li (2.56, 0.10, 0.40)
O (-0.56, -1.42, 1.27)
C (0.21, -1.48, 0.30)
C (0.56, -0.60, -0.67)
Ce (-1.90, 0.30, 1.98)
H (0.71, -2.20, -0.62)
H (1.02, -0.59, -1.66)

Its net charge is +3. As for the spin multiplicity: 2. The value obtained for the energy above the lowest of the compared OMol25 structures with the same formula, charge and spin is 0.0 kJ/mol. For the HOMO energy (spin up / spin down), the calculation gives -0.7985 / -0.7992 Eh. As for the total energy: -710.7592 hartree. Its expectation value of S² is 0.752.

Löwdin population analysis, charges in e, atoms 1 to 8:
1. C -0.03
2. C 0.06
3. H 0.10
4. Li 0.89
5. O -0.20
6. C -0.36
7. C -0.09
8. Ce 2.26